Record 1
A 3-piece molecular cluster, C22H28N2O7S2 overall in a non-equilibrium geometry. Source: the OMol25 dataset; level of theory: ωB97M-V/def2-TZVPD.

Geometry as XYZ:
```
61
Properties=species:S:1:pos:R:3:nbo_charge:R:1
C 1.0177 -1.5536 -0.5246 -0.220
C 0.0939 -1.2744 -1.4367 -0.064
C -0.8192 -0.3766 -2.4285 -0.083
C -2.1993 0.2224 -1.9427 -0.136
C -2.9877 1.1220 -2.9672 -0.134
C -2.5227 1.4593 -4.4443 -0.120
C -1.1436 0.8414 -4.9089 -0.179
C -0.3048 -0.0713 -3.8889 0.035
C 1.1161 -0.6131 -4.4577 -0.532
C 2.0243 0.7326 -4.6942 0.715
O 2.0933 1.1251 -5.9240 -0.589
N 2.7280 1.3776 -3.5604 -0.499
C 3.7852 2.3591 -4.0565 -0.431
C 1.7901 2.2478 -2.7430 -0.441
C -3.5749 2.4161 -5.1924 0.676
O -3.4631 2.8973 -6.3617 -0.512
N -4.6368 2.5918 -4.1730 -0.687
C -4.3712 1.9265 -2.8485 0.670
O -5.1271 2.0368 -1.8138 -0.525
H 1.8387 -1.7072 0.2818 0.284
H -2.6400 0.0314 -0.8924 0.274
H -0.7362 1.0797 -5.9600 0.268
H 0.9203 -1.1124 -5.4881 0.261
H 1.6283 -1.3840 -3.7773 0.263
H 3.2176 3.3729 -4.1817 0.193
H 4.5512 2.4675 -3.1919 0.205
H 4.3087 2.0126 -5.0176 0.238
H 2.4510 2.8740 -2.0126 0.211
H 1.1963 2.9857 -3.4106 0.199
H 1.0554 1.5859 -2.1278 0.237
H -5.5099 2.1897 -4.5573 0.417
C 1.9803 2.9350 2.4241 -0.406
C 1.0554 2.9119 3.6420 -0.402
C -0.1864 2.1051 3.2599 -0.681
S 0.3393 0.9414 2.0075 2.173
O -0.3204 1.2731 0.7652 -0.940
O 0.3190 -0.3958 2.5605 -0.953
C 2.0305 1.5004 1.9164 -0.680
H 2.9760 3.3059 2.6779 0.229
H 1.5605 3.5910 1.6537 0.216
H 1.5676 2.4256 4.4792 0.213
H 0.7860 3.9208 3.9642 0.229
H -0.5905 1.5595 4.1142 0.257
H -0.9597 2.7423 2.8258 0.252
H 2.3951 1.4195 0.8919 0.258
H 2.6272 0.8690 2.5796 0.243
C -1.9374 -4.7636 4.9127 -0.407
C -1.5398 -4.1253 3.5809 -0.401
C -0.2657 -3.3149 3.8227 -0.680
S 0.5796 -4.1067 5.1854 2.168
O 0.5938 -3.1975 6.3093 -0.944
O 1.7805 -4.7466 4.6944 -0.943
C -0.6572 -5.3566 5.4850 -0.677
H -2.7096 -5.5255 4.7830 0.224
H -2.3295 -3.9954 5.5880 0.214
H -1.3421 -4.9120 2.8445 0.208
H -2.3377 -3.4949 3.1805 0.227
H 0.3830 -3.3140 2.9456 0.256
H -0.4942 -2.2888 4.1170 0.261
H -0.7216 -5.5689 6.5524 0.254
H -0.3619 -6.2562 4.9392 0.239
```

**SMILES**: C#Cc1cc2c(cc1CC(=O)N(C)C)C(=O)NC2=O.O=S1(=O)CCCC1.O=S1(=O)CCCC1
**E**: -62240.630 eV
**Total charge**: 0
**LUMO**: -1.339 eV
**Maximum force**: 0.1320 hartree/bohr



Record 2
C24H61NO9Si2 as an isolated structure in a non-equilibrium geometry. Source: the OMol25 dataset; level of theory: ωB97M-V/def2-TZVPD.

Geometry as XYZ:
```
97
Properties=species:S:1:pos:R:3:mulliken_charge:R:1
O 1.1758 2.2102 4.7708 -0.543
C 1.4353 2.0066 3.3635 0.299
C 1.8942 0.5711 2.9601 -0.410
C 2.2219 0.2569 1.4792 -0.212
C 2.0922 1.4146 0.4526 -0.663
C 1.6140 2.8294 0.8539 -0.621
C 1.2618 3.1521 2.3382 0.770
C 0.7431 4.6226 2.7370 -0.901
N -0.5521 4.5850 3.4631 -0.302
C -1.7263 4.5320 2.5535 -0.913
C -2.3659 3.0517 2.3975 -0.024
C -3.1801 2.8632 1.0053 -0.359
Si -4.8546 1.9263 1.2300 0.587
O -4.6256 0.1809 1.2990 -0.291
Si -4.0614 -0.3225 2.8572 0.555
H 2.0668 2.2117 5.1879 0.337
H 1.9701 -0.2520 3.7742 0.384
H 2.5500 -0.7955 1.2057 0.323
H 2.3421 1.1605 -0.6339 0.423
H 1.5371 3.6114 0.0329 0.208
H 0.5798 5.1794 1.7417 0.335
H 1.5386 5.2415 3.2968 0.303
H -0.5803 3.8692 4.1985 0.265
H -1.5534 5.0155 1.5328 0.364
H -2.5557 5.1633 3.0590 0.259
H -1.5824 2.2177 2.4302 0.137
H -3.1321 2.8381 3.2332 0.196
H -3.4032 3.8586 0.4751 0.395
H -2.5793 2.2235 0.2597 -0.057
H -5.6441 2.4341 2.3622 -0.166
H -5.7081 2.1361 0.0343 -0.220
H -4.3963 0.6403 3.9161 -0.127
H -2.5892 -0.4316 2.7531 -0.137
H -4.6171 -1.6602 3.1683 -0.174
C 5.8673 -1.2931 -0.9240 -1.253
C 5.1901 -2.4996 -0.3054 -0.176
O 3.8186 -2.2148 -0.0509 -0.355
H 5.7908 -0.4284 -0.2599 0.281
H 6.9230 -1.4954 -1.1197 0.361
H 5.3818 -1.0168 -1.8648 0.389
H 5.6638 -2.7583 0.6440 0.226
H 5.2521 -3.3674 -0.9704 0.279
H 3.4049 -1.9951 -0.8964 0.235
C -2.2352 -0.7863 -1.9770 -0.915
C -1.5440 0.2807 -2.8022 0.036
O -1.0005 1.2826 -1.9482 -0.456
H -3.0341 -0.3470 -1.3733 0.088
H -2.6628 -1.5604 -2.6189 0.372
H -1.5314 -1.2545 -1.2821 0.384
H -2.2542 0.7606 -3.4790 -0.029
H -0.7342 -0.1493 -3.4006 0.266
H -0.3666 0.8524 -1.3578 0.222
C 2.4115 -4.4054 5.7553 -1.178
C 1.8671 -3.4709 4.6936 0.161
O 2.7633 -2.3839 4.4881 -0.501
H 2.5583 -3.8711 6.6977 0.317
H 1.7294 -5.2416 5.9264 0.346
H 3.3866 -4.8022 5.4582 0.321
H 0.9039 -3.0600 5.0036 0.312
H 1.7289 -3.9974 3.7440 -0.043
H 3.6099 -2.7544 4.2053 0.269
C 8.9187 -5.1785 1.3192 -1.081
C 8.7086 -3.7709 0.7973 0.015
O 8.4566 -2.8805 1.8777 -0.500
H 8.0398 -5.5167 1.8741 0.287
H 9.1077 -5.8751 0.4989 0.313
H 9.7653 -5.2121 2.0111 0.338
H 7.8493 -3.7370 0.1241 0.083
H 9.5896 -3.4204 0.2502 0.270
H 9.2236 -2.9087 2.4642 0.288
C 1.1511 -5.3385 0.4424 -1.070
C 2.6212 -5.5808 0.7216 0.078
O 2.7788 -6.2608 1.9625 -0.528
H 0.7014 -4.7459 1.2434 0.234
H 1.0151 -4.8116 -0.5051 0.306
H 0.6039 -6.2850 0.4002 0.410
H 3.1590 -4.6327 0.7847 -0.063
H 3.0763 -6.1841 -0.0709 0.332
H 2.3078 -7.1017 1.8964 0.297
C -5.5171 1.8398 -4.3513 -0.998
C -4.5856 2.2323 -5.4801 -0.029
O -4.1077 1.0671 -6.1461 -0.535
H -5.0014 1.1945 -3.6350 0.282
H -5.8880 2.7235 -3.8269 0.293
H -6.3715 1.2724 -4.7334 0.325
H -3.7236 2.7789 -5.0920 0.283
H -5.0976 2.8677 -6.2079 0.097
H -4.8750 0.5944 -6.4933 0.298
C -8.5740 5.4623 -7.8711 -1.028
C -7.1047 5.2319 -7.5777 -0.260
O -6.9516 4.5403 -6.3436 -0.469
H -9.0388 6.0412 -7.0689 0.263
H -8.7046 5.9981 -8.8142 0.333
H -9.1106 4.5108 -7.9300 0.339
H -6.5770 6.1844 -7.4981 0.290
H -6.6355 4.6424 -8.3720 0.258
H -7.4131 3.6952 -6.4241 0.270
```

**E**: -61544.946 eV
**Total charge**: 0
**LUMO**: 0.462 eV
**Maximum force**: 0.0854 hartree/bohr



Record 3
C14H33BrN3O6P2Pd as an isolated structure in a non-equilibrium geometry. Source: the OMol25 dataset; level of theory: ωB97M-V/def2-TZVPD.

Geometry as XYZ:
```
60
Properties=species:S:1:pos:R:3:nbo_charge:R:1
Pd -0.6332 0.2409 -0.2023 0.887
N 2.5102 -1.8184 4.0535 -0.692
C 2.4667 -0.4048 3.5428 -0.601
P 0.6445 0.0411 3.3578 2.141
O -0.0187 -1.0367 4.1703 -1.148
O 0.3127 0.2526 1.9173 -1.173
C 0.3082 1.5797 4.3730 -0.609
N -0.4025 1.1436 5.6221 -0.691
H 3.1064 -1.9356 4.8725 0.455
H 2.8250 -2.4844 3.3477 0.452
H 1.5150 -2.0487 4.3144 0.485
H 2.9761 -0.3189 2.5872 0.265
H 2.9668 0.2542 4.2491 0.256
H -0.3260 2.2409 3.7882 0.261
H 1.2233 2.1197 4.6053 0.263
H -0.5620 0.1124 5.5083 0.486
H -1.3053 1.6022 5.7470 0.454
H 0.1346 1.3122 6.4726 0.452
C 2.0746 0.4005 -1.5819 -0.265
O 0.8204 -0.1841 -2.0048 -0.744
H 2.1822 1.4196 -1.9521 0.204
H 2.9059 -0.2051 -1.9418 0.216
H 2.0800 0.4137 -0.4926 0.177
H 0.7424 -0.0765 -2.9609 0.522
Br 1.3801 -5.1099 -0.4351 0.153
C -0.1784 -4.0557 -0.3747 -0.117
C -1.4465 -4.6181 -0.3951 -0.144
C -2.5453 -3.7785 -0.3122 -0.207
C -2.3497 -2.4111 -0.2292 0.037
N -1.1256 -1.8736 -0.2398 -0.568
C -0.0559 -2.6771 -0.3035 0.009
H -1.5707 -5.6900 -0.4761 0.267
H -3.5495 -4.1783 -0.3085 0.262
H -3.1899 -1.7330 -0.1569 0.210
H 0.9244 -2.2214 -0.3134 0.209
C -4.4004 1.7542 -2.4447 -0.644
C -3.7527 1.4985 -1.1050 -0.054
O -2.7555 2.5351 -0.8009 -0.805
P -1.2018 2.3104 -0.9187 2.070
O -0.7063 2.4059 -2.3891 -0.836
C -0.7575 3.6667 -3.1789 -0.058
C -1.3243 3.3706 -4.5431 -0.638
O -0.5772 3.5590 -0.2044 -0.806
C -0.9466 4.0744 1.1092 -0.053
C -2.0029 5.1544 1.0043 -0.643
H -5.1710 1.0047 -2.6218 0.255
H -3.6688 1.7039 -3.2509 0.216
H -4.8736 2.7354 -2.4511 0.245
H -3.2621 0.5191 -1.0786 0.159
H -4.4820 1.5472 -0.2999 0.221
H 0.2680 4.0227 -3.2364 0.215
H -1.3609 4.3964 -2.6417 0.201
H -0.7659 2.5738 -5.0334 0.227
H -1.2393 4.2673 -5.1570 0.261
H -2.3752 3.0907 -4.4908 0.220
H -0.0205 4.4781 1.5124 0.212
H -1.2830 3.2429 1.7371 0.160
H -1.6612 5.9476 0.3406 0.242
H -2.1766 5.5872 1.9891 0.244
H -2.9383 4.7518 0.6231 0.227
```

**E**: -123885.813 eV
**Total charge**: +3
**LUMO (spin up / spin down)**: -10.842 / -10.855 eV
**Maximum force**: 0.0332 hartree/bohr
**Relative energy (zero: lowest compared OMol25 entry of this formula, charge and spin)**: 1.834 eV



Record 4
A 2-piece molecular cluster, ClFH2N2 overall in a non-equilibrium geometry. Source: the OMol25 dataset; level of theory: ωB97M-V/def2-TZVPD.

Geometry as XYZ:
```
6
Properties=species:S:1:pos:R:3:nbo_charge:R:1
N -0.0534 -0.0622 0.2485 -0.316
N 0.6193 0.9159 0.2766 -0.042
F -2.3653 1.3744 -0.1764 -0.588
Cl 2.2947 0.9263 -0.1775 0.051
H -1.5167 0.9080 -0.1797 0.553
H 0.3209 -0.9332 0.2476 0.341
```

**SMILES**: [H]/N=N\Cl.F
**E**: -18250.143 eV
**Total charge**: 0
**LUMO**: -0.700 eV
**Maximum force**: 0.0840 hartree/bohr
**Relative energy (zero: lowest compared OMol25 entry of this formula, charge and spin)**: 0.185 eV



Record 5
C5H10N2O as an isolated structure in a non-equilibrium geometry. Source: the OMol25 dataset; level of theory: ωB97M-V/def2-TZVPD.

Geometry as XYZ:
```
18
Properties=species:S:1:pos:R:3:nbo_charge:R:1
C 0.6575 0.0674 -0.2557 -0.267
C -0.8005 0.8289 -0.5628 -0.441
C 1.4097 0.3083 1.0165 -0.629
C -0.8701 -0.9446 0.3438 0.581
N -1.2380 -1.8782 -0.5979 -0.849
C 0.4981 1.4992 -1.1375 0.278
N -1.1713 -1.0516 1.5553 -0.712
O 0.9455 2.5751 -0.6831 -0.725
H 0.9824 -0.7072 -0.9338 0.240
H -0.6754 -1.9739 -1.4267 0.388
H -1.5591 -2.7488 -0.1994 0.411
H -0.9294 -0.2752 2.1572 0.371
H 0.6046 1.2165 -2.1971 0.141
H -1.2000 1.4166 0.2491 0.257
H -1.4790 0.4555 -1.3129 0.253
H 2.3625 0.7800 0.7676 0.251
H 1.5788 -0.6060 1.5847 0.220
H 0.8836 1.0382 1.6326 0.231
```

**E**: -10370.013 eV
**Total charge**: 0
**LUMO**: 0.525 eV
**Maximum force**: 0.0407 hartree/bohr
**Relative energy (zero: lowest compared OMol25 entry of this formula, charge and spin)**: 5.292 eV



Record 6
A 2-piece molecular cluster, C8H16N3 overall in a non-equilibrium geometry. Source: the OMol25 dataset; level of theory: ωB97M-V/def2-TZVPD.

Geometry as XYZ:
```
27
Properties=species:S:1:pos:R:3:nbo_charge:R:1
C -1.4814 2.2857 -2.7428 -0.189
C -2.2437 1.7055 -1.6217 -0.214
C -0.3305 1.7202 -3.2008 0.010
C -2.4348 0.3986 -1.4278 -0.401
C 0.0924 -0.4785 -2.1961 0.714
C 1.3548 -1.0854 3.2178 -0.658
C 1.7755 0.4842 1.5560 -0.642
C 1.3878 -0.9728 1.7002 -0.084
N 0.2735 0.5593 -2.7645 -0.448
N 0.1985 -1.4241 -1.4398 -0.864
N 0.0606 -1.3724 1.1171 -0.692
H -1.6881 3.1759 -3.1027 0.219
H -2.5204 2.2370 -0.6893 0.230
H 0.2261 2.1822 -3.8523 0.201
H -2.8603 0.0236 -0.5595 0.187
H -2.3813 -0.4920 -2.1010 0.194
H 0.8176 -0.2360 3.7030 0.225
H 0.6889 -1.8917 3.7339 0.222
H 2.2983 -1.0918 3.8036 0.267
H 2.3995 0.9257 2.3673 0.261
H 0.8282 1.1725 1.4188 0.228
H 2.2813 0.6811 0.6023 0.237
H 2.0368 -1.7668 1.4367 0.227
H -0.2121 -2.2785 -1.7838 0.410
H -0.1290 -0.7957 0.2341 0.486
H -0.6554 -1.3596 1.8319 0.435
H 0.2171 -2.3063 0.7594 0.440
```

**E**: -13015.707 eV
**Total charge**: +1
**LUMO**: -3.075 eV
**Maximum force**: 0.1100 hartree/bohr
**Relative energy (zero: lowest compared OMol25 entry of this formula, charge and spin)**: 3.721 eV